# 1
{"formula": "C31H53As2CrN5O10P2", "method": "ωB97M-V/def2-TZVPD", "s_squared": 6.3391, "de_lowest_kcal_mol": 80.04, "spin_multiplicity": 5, "charge": 2, "orbital_gap_ev": [6.03, 7.15], "species": ["As", "As", "Cr", "P", "P", "O", "O", "O", "O", "O", "O", "O", "O", "O", "O", "N", "N", "N", "N", "N", "C", "C", "C", "C", "C", "C", "C", "C", "C", "C", "C", "C", "C", "C", "C", "C", "C", "C", "C", "C", "C", "C", "C", "C", "C", "C", "C", "C", "C", "C", "C", "H", "H", "H", "H", "H", "H", "H", "H", "H", "H", "H", "H", "H", "H", "H", "H", "H", "H", "H", "H", "H", "H", "H", "H", "H", "H", "H", "H", "H", "H", "H", "H", "H", "H", "H", "H", "H", "H", "H", "H", "H", "H", "H", "H", "H", "H", "H", "H", "H", "H", "H", "H", "H"], "positions_angstrom": [[-1.2628, 0.8585, -1.3374], [-0.7328, 4.6052, -0.3681], [1.1777, -1.5435, 0.1579], [3.2974, -2.5882, 0.2958], [1.2399, -1.8317, 2.5050], [-3.2199, 5.2711, 0.8631], [-4.1618, 3.2752, 1.3275], [2.2299, 0.0433, 0.2719], [-3.7006, 0.2863, 0.2861], [0.8963, 2.7477, 1.5121], [1.2468, 4.3367, -2.9956], [1.3401, 2.0672, -2.9496], [-4.9449, 1.6750, -0.8556], [3.6552, 1.4640, -0.6739], [-0.1857, 0.6496, 1.3660], [1.4891, -0.9101, -2.0382], [-2.0029, -1.7847, 0.6329], [0.2179, -3.6698, -0.1649], [-1.7815, -2.2527, -2.0206], [2.7069, -0.1718, -1.9298], [-0.9662, -4.5740, -0.1186], [-1.7025, -4.6452, -1.4570], [5.6709, -0.7691, 3.1171], [-1.5147, 1.4876, -3.2020], [-5.1060, 2.8516, -1.6299], [2.0515, 2.4062, 2.2935], [0.9956, 3.1421, -2.4529], [-1.9091, -4.2102, 1.0297], [3.4160, -0.7918, 3.9275], [-2.3175, 3.3787, -0.1493], [-2.5606, 2.1303, -0.5634], [4.5968, -2.4309, -0.9724], [0.2831, 3.2139, -1.2188], [0.1023, 1.9778, -0.5448], [-1.3977, 5.6099, -1.9343], [-2.8094, -3.0199, 0.7388], [-2.6029, -3.4483, -1.7503], [-3.3471, 3.9579, 0.7491], [2.8895, 0.5342, -0.7128], [4.7473, -0.4537, 4.0988], [1.0696, -3.3129, 3.6131], [-4.1399, 5.9471, 1.7202], [0.2982, 1.8098, 0.7695], [3.4588, -4.3762, 0.7128], [5.2703, -1.4159, 1.9586], [-3.8022, 1.3698, -0.2885], [3.9385, -1.7681, 1.7860], [2.9989, -1.4550, 2.7796], [-3.5528, -3.1878, -0.5773], [2.0476, 4.3404, -4.1649], [-0.6693, 0.8646, 2.6952], [-0.7440, 1.9319, 2.9035], [-1.6609, 0.4173, 2.7741], [0.0106, 0.3999, 3.4166], [-1.3044, -1.6920, 1.3785], [-0.5910, 6.2634, -2.2650], [-0.9802, -4.7765, -2.2667], [-1.3268, -4.0331, 1.9342], [2.1546, 5.3795, -4.4618], [-2.4001, -1.5271, -2.3882], [-2.6283, -0.9368, 0.6176], [-4.5882, 5.2347, 2.4142], [-0.5931, -5.5876, 0.0836], [4.8509, -1.3836, -1.1148], [-0.7909, 1.0392, -3.8824], [2.6903, -0.5213, 4.6815], [6.0004, -1.6326, 1.1923], [0.7504, -0.2655, -2.3687], [-1.6950, 4.9661, -2.7594], [0.0198, -3.5581, 3.7579], [-3.2125, -3.7013, -2.6275], [5.4745, -2.9984, -0.6658], [1.4888, -3.0587, 4.5847], [3.0252, 3.9048, -3.9480], [0.6929, -3.8797, -1.0425], [1.6328, -1.5947, -2.7835], [6.7071, -0.5035, 3.2473], [4.4833, -4.5739, 1.0265], [1.5970, -4.1871, 3.2399], [2.7988, -4.6572, 1.5306], [-2.2403, 6.2276, -1.6304], [5.0593, 0.0673, 4.9903], [-5.2342, 3.7224, -0.9860], [2.7827, 3.1941, 2.1216], [-4.2575, 3.0109, -2.3024], [4.2323, -2.8365, -1.9156], [-3.5857, 6.7141, 2.2554], [3.2418, -4.9883, -0.1614], [-4.2393, -4.0267, -0.4892], [2.4697, 1.4528, 1.9693], [-1.4396, 2.5704, -3.2942], [-1.5475, -1.8221, -0.3183], [1.5617, 3.7675, -4.9584], [-2.5444, -5.0721, 1.2251], [-6.0161, 2.7078, -2.2088], [-2.5158, 1.1779, -3.5158], [2.8975, 0.4336, -2.7284], [-4.1470, -2.2960, -0.7725], [-4.9216, 6.4046, 1.1131], [-2.3312, -5.5344, -1.4441], [1.7936, 2.3710, 3.3537], [-1.1239, -2.4685, -2.7673], [-3.5321, -2.9137, 1.5507], [0.8339, -4.0215, 0.5677]], "atomic_forces_ev_per_a": [[-0.21, 0.95, -0.18], [-0.19, 0.06, -0.38], [-0.18, -0.13, -0.93], [1.16, -0.70, 0.86], [0.21, -0.24, 0.72], [0.18, 0.00, -0.26], [-0.04, 0.23, 0.01], [-0.65, -0.96, 1.11], [-0.47, 0.32, 0.06], [-0.54, -0.44, -0.16], [-0.31, -0.21, 0.46], [-0.01, 0.62, -0.06], [-0.07, -0.52, 0.23], [0.00, 0.02, 0.08], [0.46, 1.03, -0.22], [-0.21, 0.44, -0.08], [-0.02, 0.47, 0.18], [0.52, 0.30, 0.01], [-0.27, -0.22, -0.35], [0.24, 0.13, -0.22], [-0.48, -0.34, 0.05], [0.00, 0.31, 0.15], [0.06, 0.00, -0.03], [0.15, -0.08, -0.03], [-0.09, 0.64, -0.41], [0.49, -0.23, 0.23], [0.52, -0.09, -0.73], [0.17, 0.03, -0.20], [-0.11, -0.09, -0.01], [0.11, -0.12, -0.15], [0.02, 0.31, -0.02], [-0.25, 0.14, 0.02], [0.04, 0.22, 0.30], [0.09, -0.39, 0.29], [0.05, -0.01, 0.05], [-0.27, -0.57, 0.13], [-0.20, -0.46, -0.23], [-0.29, -0.20, 0.23], [0.50, 0.28, -1.33], [0.01, -0.03, -0.02], [-0.17, -0.01, -0.53], [-0.49, 0.16, 0.46], [0.04, -0.34, -0.27], [-0.20, 0.25, -0.16], [-0.04, -0.06, -0.09], [-0.02, -0.66, 0.17], [-0.07, 0.09, 0.08], [0.12, 0.11, -0.24], [0.16, 0.10, -0.20], [0.35, -0.14, -0.58], [-0.15, 0.05, 0.57], [-0.08, -0.12, -0.02], [0.02, -0.01, 0.01], [-0.17, 0.10, -0.13], [-0.20, 0.08, -0.04], [-0.01, -0.06, 0.03], [0.00, -0.10, -0.08], [0.02, -0.02, 0.16], [-0.01, -0.04, 0.04], [0.27, -0.06, 0.10], [0.28, 0.00, 0.01], [0.07, 0.16, -0.05], [0.01, 0.20, -0.03], [0.05, -0.02, -0.05], [0.00, -0.02, 0.09], [-0.06, 0.02, 0.11], [0.07, -0.01, -0.04], [0.42, -0.29, 0.05], [0.02, -0.05, 0.04], [-0.06, -0.06, 0.02], [0.05, 0.01, 0.12], [0.00, -0.01, 0.05], [0.05, 0.11, 0.01], [-0.08, 0.05, -0.06], [0.10, -0.04, 0.10], [-0.06, 0.06, 0.31], [0.14, 0.05, 0.01], [0.02, 0.05, -0.02], [0.06, -0.15, 0.06], [-0.04, -0.01, 0.03], [0.00, -0.04, 0.10], [0.05, 0.04, 0.09], [-0.01, -0.10, -0.02], [-0.06, -0.05, 0.02], [-0.14, -0.05, 0.09], [0.02, 0.02, -0.04], [0.01, -0.04, -0.08], [-0.04, -0.09, -0.05], [-0.10, -0.05, 0.02], [-0.05, 0.15, 0.06], [-0.02, -0.04, 0.10], [-0.08, 0.23, 0.20], [0.09, 0.07, 0.06], [-0.06, -0.06, 0.06], [0.10, -0.03, 0.05], [0.02, 0.00, 0.14], [-0.22, -0.11, 0.23], [-0.16, 0.07, -0.01], [0.08, -0.02, 0.02], [0.03, -0.11, -0.01], [-0.10, 0.04, -0.07], [-0.09, 0.09, 0.03], [0.13, 0.18, 0.00], [0.13, 0.04, -0.12]], "mulliken_charge": [0.906, 0.251, 0.730, 1.889, 0.511, -0.354, -0.561, 0.295, -0.703, -0.398, -0.272, -0.547, -0.359, -0.677, 1.328, -0.202, 0.893, -0.421, -0.546, -0.054, 0.073, -1.730, -0.829, -1.516, -0.538, -0.408, 0.342, -1.217, -0.767, 1.430, 0.249, -1.637, -1.090, 0.575, -1.083, 0.362, 0.016, -0.354, 0.124, -0.881, -1.234, -0.809, -0.279, -1.159, -0.995, -0.397, 0.352, 0.151, -1.218, -0.779, -1.411, 0.549, 0.268, 0.238, -0.234, 0.400, 0.432, 0.098, 0.281, 0.308, 0.741, 0.362, 0.582, 0.467, 0.477, 0.488, 0.420, -0.358, 0.292, 0.469, 0.460, 0.502, 0.523, 0.308, 0.214, 0.393, 0.448, 0.432, 0.205, 0.259, 0.337, 0.454, 0.196, 0.339, 0.239, 0.396, 0.285, 0.441, 0.554, -0.130, 0.241, -0.796, 0.310, 0.589, 0.350, 0.537, 0.423, 0.383, 0.281, 0.540, 0.294, 0.222, 0.429, 0.013]}



# 2
{"formula": "C31H53F5NO8P", "method": "ωB97M-V/def2-TZVPD", "smiles": "COCN1C(=O)c2cc(C(F)(F)C(F)(F)F)c(OC[C@@H](C)C(C)C)c(P(C)O)c2C1=O.CCOCC.CCOCC.CCOCC", "orbital_gap_ev": 8.08, "species": ["P", "F", "F", "F", "F", "F", "O", "O", "O", "O", "O", "O", "O", "O", "N", "C", "C", "C", "C", "C", "C", "C", "C", "C", "C", "C", "C", "C", "C", "C", "C", "C", "C", "C", "C", "C", "C", "C", "C", "C", "C", "C", "C", "C", "C", "C", "H", "H", "H", "H", "H", "H", "H", "H", "H", "H", "H", "H", "H", "H", "H", "H", "H", "H", "H", "H", "H", "H", "H", "H", "H", "H", "H", "H", "H", "H", "H", "H", "H", "H", "H", "H", "H", "H", "H", "H", "H", "H", "H", "H", "H", "H", "H", "H", "H", "H", "H", "H", "H"], "positions_angstrom": [[0.0844, 0.7043, 2.6570], [6.4887, -2.0132, 3.2520], [4.9691, -1.8155, 0.7181], [5.5779, -0.1582, 2.6234], [4.9177, -3.5139, 2.0920], [4.6229, -1.3738, 4.1696], [-2.1608, -1.7947, 2.4082], [-1.6297, -2.7135, -0.5184], [-1.0613, -5.5090, -3.5320], [0.3010, 4.6602, -3.3146], [-4.7401, 1.3594, 3.4213], [3.0271, 0.1998, 2.1860], [-0.9529, 0.2690, 3.8587], [0.1096, -5.5857, 1.9339], [-1.3283, -3.7865, 1.5620], [-2.7916, -1.9373, -0.7804], [0.9304, -3.3150, 1.9697], [-0.5750, 4.0496, -4.2451], [3.9719, 2.1147, 1.0252], [3.1223, 0.8476, 0.8967], [-0.0600, -4.4103, 1.8072], [3.2675, 3.3248, 0.3748], [0.2477, -2.1202, 2.1515], [5.3512, 1.9152, 0.3686], [-4.9550, 2.7281, 3.1167], [-4.0793, 3.6765, 3.9144], [0.5311, 6.0457, -3.4980], [1.0979, -5.3945, -4.7126], [5.3121, -1.4089, 3.0196], [2.3117, -3.3655, 1.9276], [2.3079, -0.9484, 2.1544], [-0.7200, 6.9003, -3.3879], [-1.2828, -7.9590, -3.6515], [0.3485, -5.4788, -3.3940], [3.1221, 3.1821, -1.1477], [4.5193, -2.2199, 1.9381], [1.8930, 3.6213, 0.9933], [-0.0943, 4.1202, -5.6845], [-1.8588, -3.8961, 0.2041], [-1.0479, 0.8740, 1.2138], [-1.2150, -2.4448, 2.0709], [3.0060, -2.1658, 2.0113], [-4.9823, 0.9895, 4.7708], [-1.5899, -6.6021, -4.2618], [-6.4143, 1.2144, 5.2241], [0.9122, -0.9045, 2.2858], [-0.4509, 7.9567, -3.4132], [-1.8250, 0.0758, 3.4858], [3.8989, 4.2025, 0.5574], [0.5506, -4.5874, -2.7987], [-1.4156, 6.7176, -4.2081], [2.8219, -4.3108, 1.8084], [-4.1991, 4.6989, 3.5546], [6.0487, 1.4067, 1.0339], [-4.2819, 1.5066, 5.4356], [2.7910, 2.1753, -1.4282], [-1.8208, -8.7389, -4.1915], [0.9897, -6.3039, -5.3053], [-4.7422, -0.0725, 4.8242], [5.2670, 1.3549, -0.5655], [-1.2399, 6.6954, -2.4510], [-3.4892, -1.9642, 0.0601], [-1.2207, 1.9389, 1.0596], [-6.0124, 2.9880, 3.2411], [2.1620, -5.2479, -4.5251], [-3.2839, -2.2833, -1.6942], [-2.0003, 0.3651, 1.3860], [0.6976, -6.3389, -2.8107], [-6.6700, 2.2741, 5.2685], [-0.6364, 3.0080, -3.9287], [-1.5836, 4.4700, -4.1581], [3.5738, 0.1394, 0.1928], [-7.1111, 0.7260, 4.5417], [-0.7490, 3.5266, -6.3233], [1.1151, 3.0343, 0.4938], [1.8607, 3.4243, 2.0652], [-1.5895, -7.9852, -2.6050], [-6.5554, 0.7992, 6.2224], [2.1048, 1.0579, 0.5499], [-2.6676, -6.4373, -4.2702], [4.0595, 3.3716, -1.6731], [-0.2198, -8.1992, -3.6982], [-3.0295, 3.3930, 3.8204], [2.3504, 3.8665, -1.5080], [-0.6008, 0.4351, 0.3177], [-4.3326, 3.6695, 4.9752], [-2.4725, -0.9042, -0.9304], [-4.7287, 2.8185, 2.0538], [4.1191, 2.3118, 2.0902], [-1.2536, -6.5674, -5.3045], [-1.3560, -4.7239, -0.3015], [1.0369, 6.2297, -4.4528], [-0.0962, 5.1412, -6.0686], [-2.9286, -4.1232, 0.2320], [1.6320, 4.6688, 0.8171], [1.2338, 6.3191, -2.7100], [0.7297, -4.5571, -5.3066], [5.7873, 2.8869, 0.1167], [0.9207, 3.7295, -5.7664]], "atomic_forces_ev_per_a": [[0.32, 0.46, 0.39], [-0.33, 0.22, -0.02], [-0.02, 0.00, 0.11], [0.01, -0.54, 0.27], [-0.05, 0.24, -0.09], [0.22, 0.01, -0.32], [-0.26, 0.26, -0.32], [0.14, 0.01, 0.15], [-0.07, 0.06, 0.06], [0.04, -0.04, 0.07], [0.05, -0.06, -0.03], [0.08, 0.08, -0.03], [-0.09, 0.38, -0.24], [0.08, -0.28, -0.50], [0.79, 0.27, 0.52], [-0.04, 0.13, -0.13], [0.04, 0.31, 0.12], [-0.04, -0.04, -0.04], [0.17, 0.04, -0.62], [0.02, -0.09, 0.12], [-0.10, 0.29, 0.04], [-0.22, 0.12, 0.09], [0.27, -0.27, -0.07], [0.03, 0.27, 0.14], [-0.02, 0.02, -0.03], [0.07, -0.04, 0.09], [0.03, 0.07, 0.00], [-0.07, -0.03, -0.05], [0.17, 0.13, 0.11], [-0.16, -0.03, 0.14], [-0.05, -0.35, 0.03], [-0.05, -0.07, -0.02], [0.07, 0.03, 0.04], [0.08, 0.02, 0.04], [-0.07, -0.12, 0.11], [0.04, -0.06, 0.03], [0.07, 0.06, -0.26], [0.05, 0.07, 0.01], [-0.73, -0.26, -0.29], [-0.02, -0.18, -0.04], [-0.02, -0.45, -0.07], [-0.16, -0.01, 0.08], [0.04, -0.01, 0.05], [-0.02, -0.06, -0.03], [-0.01, 0.06, -0.06], [-0.31, -0.25, -0.22], [0.01, 0.00, 0.01], [0.00, -0.41, 0.21], [0.05, -0.13, 0.08], [-0.03, 0.01, 0.00], [0.02, 0.02, -0.01], [0.01, 0.03, 0.05], [-0.01, -0.01, -0.04], [-0.08, -0.07, -0.17], [-0.02, 0.00, 0.02], [-0.02, 0.04, 0.06], [-0.02, 0.00, 0.00], [0.02, -0.01, 0.02], [0.01, 0.00, -0.07], [0.04, -0.01, 0.07], [0.01, 0.02, 0.01], [0.02, -0.02, -0.03], [-0.06, -0.04, -0.11], [0.00, -0.01, 0.02], [0.00, 0.01, 0.01], [-0.03, -0.04, 0.08], [0.08, 0.10, -0.02], [-0.01, -0.01, -0.02], [0.01, 0.00, 0.03], [0.01, 0.01, 0.02], [0.01, 0.02, -0.01], [-0.07, 0.06, 0.04], [0.00, -0.02, 0.01], [0.00, -0.01, 0.00], [0.01, -0.06, 0.19], [-0.02, -0.02, -0.01], [-0.02, -0.01, -0.01], [0.00, -0.02, 0.00], [0.02, 0.08, 0.05], [0.00, 0.02, 0.01], [-0.07, 0.03, -0.01], [-0.01, -0.01, -0.03], [0.01, 0.02, -0.02], [0.17, 0.04, -0.12], [0.04, 0.16, 0.01], [-0.02, 0.04, -0.01], [0.03, -0.11, 0.01], [0.00, -0.03, 0.00], [-0.17, 0.02, -0.02], [0.02, -0.01, 0.01], [0.05, 0.00, 0.16], [-0.02, -0.01, -0.01], [-0.03, -0.01, -0.01], [0.05, 0.09, 0.05], [0.01, -0.06, 0.06], [0.00, -0.02, 0.01], [0.02, 0.02, 0.01], [0.02, -0.06, 0.08], [-0.01, -0.02, 0.00]], "mulliken_charge": [0.401, -0.291, -0.281, -0.140, -0.331, -0.270, -0.490, -0.255, -0.419, -0.324, -0.408, -0.536, -0.465, -0.565, 0.160, -0.751, -0.467, -0.332, 0.376, -0.432, -0.186, 0.162, 1.044, -1.959, -0.328, -0.991, -0.309, -1.252, 0.639, -1.142, -0.294, -1.119, -1.079, -0.179, -1.261, 0.849, -1.529, -1.075, -0.570, -1.282, -0.386, 0.535, -0.264, -0.292, -1.247, 0.913, 0.395, 0.238, 0.554, 0.283, 0.263, 0.676, 0.406, 0.381, 0.341, 0.248, 0.401, 0.288, 0.362, 0.410, 0.307, 0.383, 0.476, 0.323, 0.401, 0.266, 0.503, 0.340, 0.274, 0.299, 0.301, 0.398, 0.312, 0.399, 0.248, 0.382, 0.275, 0.409, 0.370, 0.333, 0.350, 0.271, 0.184, 0.236, 0.306, 0.282, 0.199, 0.349, 0.536, 0.314, 0.431, 0.307, 0.272, 0.306, 0.474, 0.330, 0.318, 0.426, 0.287]}